[1]
Entry from OMol25: a 2-piece molecular cluster, H4N2O2S overall in a non-equilibrium geometry (ωB97M-V/def2-TZVPD).

- ΔE to the lowest compared entry with this formula, charge and spin: 322.6 kJ/mol
- Kohn-Sham gap (spin up / spin down): 7.98 / 9.00 eV
- Total charge: 0
- Calculated total energy: -17971.8020 eV

Each line ends with the Löwdin charge.
CARTESIAN COORDINATES (ANGSTROEM)
N -0.71973 -0.41060 -0.39105  -0.07
N -0.47742 -1.54320 -1.06055  -0.05
O 2.27524 0.89804 1.06137  -0.53
O 0.05423 2.04478 1.25311  -0.34
S 1.35863 1.70667 0.24436  0.89
H -0.86111 -1.42409 -1.96256  0.07
H -0.70261 -2.38185 -0.54006  0.10
H -0.28104 -0.54020 0.52550  0.02
H -0.64618 1.65044 0.86989  -0.08

=====

[2]
Entry from OMol25: a 2-piece molecular cluster, C5H11NO overall in a non-equilibrium geometry (ωB97M-V/def2-TZVPD).

- ΔE to the lowest compared entry with this formula, charge and spin: 399.8 kJ/mol
- Kohn-Sham gap: 9.52 eV
- Total charge: 0
- Calculated total energy: -8897.5533 eV

Each line ends with the Löwdin charge.
CARTESIAN COORDINATES (ANGSTROEM)
N 0.79413 -1.40283 -2.32023  -0.05
C 0.98917 -1.45766 -0.80785  -0.29
C 0.69086 2.25007 2.22878  0.02
C 0.05166 1.65052 1.21180  -0.15
C 0.83172 0.72557 0.39653  -0.14
C 0.41611 -0.48576 0.10777  -0.17
H -0.01360 -0.79818 -2.65708  0.08
H 1.57122 -0.90421 -2.80494  0.05
H 2.23010 -1.60351 -0.58512  0.17
H 0.62540 -2.48959 -0.72061  0.08
H 0.13721 2.69795 2.95759  0.01
H 1.81249 2.23554 2.40904  0.09
H -0.91409 1.86798 1.04965  0.06
H 1.74678 0.96795 -0.15759  0.12
H -0.36698 -0.95466 0.69835  0.11
H -3.72263 -1.51447 -0.17127  0.03
H -3.53140 -0.01483 -0.22847  -0.06
O -3.34816 -0.76989 -0.60634  0.03

=====

[3]
Entry from OMol25: an isolated molecule of C6H16N2Si in a non-equilibrium geometry (ωB97M-V/def2-TZVPD).

- ΔE to the lowest compared entry with this formula, charge and spin: 339.6 kJ/mol
- Kohn-Sham gap (spin up / spin down): 8.93 / 6.09 eV
- Total charge: 0
- Calculated total energy: -17335.5460 eV

Each line ends with the Löwdin charge.
CARTESIAN COORDINATES (ANGSTROEM)
C -2.13986 0.58951 -0.86889  -0.26
C -0.65012 1.16696 -1.06891  -0.27
C -2.69449 -1.14507 0.71304  -0.21
C 0.16039 1.62304 1.02433  -0.14
C 2.16766 -0.67095 -1.89884  -0.22
C 2.19159 -1.07357 1.21830  -0.23
N -2.20267 -0.80621 -0.56433  -0.04
N 0.29140 0.79276 -0.12389  -0.34
Si 1.20170 -0.66982 -0.30825  0.66
H -2.76688 1.11136 -0.15173  0.08
H -2.69328 0.76782 -1.82248  0.12
H -0.40086 0.83306 -2.04826  0.09
H -0.75321 2.28102 -1.18543  0.13
H -2.10941 -0.69922 1.53098  0.08
H -3.66982 -0.75587 1.12844  0.09
H -2.89632 -2.20622 0.72297  0.06
H -0.97435 1.63169 1.25929  0.10
H 0.79020 1.28254 1.81943  0.06
H 0.38713 2.73806 0.80768  0.11
H 2.04046 0.34533 -2.24462  0.01
H 3.23045 -0.79924 -1.76616  0.02
H 1.89616 -1.44691 -2.64102  0.03
H 2.96469 -0.34747 1.34672  0.02
H 1.85449 -1.62008 2.06978  0.01
H 2.80370 -1.92534 0.81555  0.03

=====

- Which value of calculated total energy does entry 2 give?
  -8897.5533 eV

=====

- ΔE to the lowest compared entry with this formula, charge and spin of number 1 (H4N2O2S)?
  322.6 kJ/mol

=====

- Number 3 is which compound?
  C6H16N2Si